1.
Entry from OMol25: an isolated ion of composition C4H11NOP and charge +1 at a distorted geometry (the ωB97M-V functional and the def2-TZVPD basis).

**LUMO energy**: -0.134 hartree
**Total charge**: +1
**SMILES string**: CC(C)([NH3+])C(=O)P
**Gap between HOMO and LUMO**: 9.9358 eV
**Energy above the lowest of the compared OMol25 structures with the same formula, charge and spin**: 103.3 kJ/mol

The geometry in XYZ format:
```
18
Properties=species:S:1:pos:R:3:forces:R:3
C -0.706 0.506 1.157 0.1 0.5 -0.7
C -0.137 -0.233 -0.134 -0.5 0.6 0.4
C -0.133 0.692 -1.369 -3.4 0.5 -1.6
N -0.956 -1.541 -0.178 -2.0 -0.6 -3.2
C 1.320 -0.723 0.024 0.4 -0.9 0.1
O 1.528 -1.923 0.083 -0.4 0.8 0.0
P 2.751 0.475 -0.112 0.0 -0.5 -1.0
H -1.788 0.155 1.315 1.2 1.4 -0.5
H -0.486 1.682 1.041 -1.0 -2.9 0.6
H -0.231 0.060 2.043 0.3 0.6 -0.1
H -1.217 1.112 -1.703 2.2 -1.0 1.3
H 0.240 0.342 -2.357 0.3 -0.3 1.0
H 0.422 1.567 -1.070 0.2 0.3 -0.1
H -0.608 -2.082 0.620 -0.1 -0.5 -0.4
H -0.839 -2.121 -1.140 0.1 1.5 2.9
H -2.042 -1.411 -0.104 2.6 0.1 0.0
H 2.418 1.206 0.987 -0.5 0.8 0.9
H 3.570 -0.377 0.613 0.4 -0.3 0.2
```
Forces are in eV/Å.

Atom charges from the Löwdin analysis, given in e for atoms 1 to 2:
1. C -0.010
2. C -0.511


2.
Entry from OMol25: C23H51NO6Si2 as an isolated structure (the ωB97M-V functional and the def2-TZVPD basis).

**LUMO energy**: 0.022 hartree
**Total charge**: 0
**Gap between HOMO and LUMO**: 9.9788 eV

The geometry in XYZ format:
```
83
Properties=species:S:1:pos:R:3:forces:R:3
C 3.220 -4.681 1.883 -0.3 0.2 0.5
C 4.131 -4.033 1.455 0.3 -0.2 -0.2
C 5.242 -3.235 0.957 -0.1 0.5 0.3
C 5.307 -1.873 1.696 0.0 -0.2 -0.2
C 5.951 -0.756 0.843 0.0 -0.2 0.4
Si 4.914 0.805 0.783 0.2 -0.1 0.4
O 3.308 0.367 0.956 0.0 0.5 -0.6
Si 2.175 1.026 -0.066 0.0 -0.4 0.1
C 2.101 0.029 -1.663 0.0 0.0 0.0
C 1.495 0.875 -2.722 0.1 -0.2 -0.1
N 2.191 1.502 -3.577 -0.2 0.0 0.0
C 0.500 1.136 0.767 0.2 0.0 0.3
O -0.019 -0.156 1.039 0.1 -0.1 -0.4
C -1.422 -0.257 0.942 -0.1 0.1 0.2
C -2.154 0.176 2.199 -0.4 -0.1 0.1
C -3.654 0.346 1.915 0.6 0.2 0.0
C 5.317 2.012 2.163 0.1 0.0 0.0
C 4.507 3.311 1.993 -0.1 -0.4 -0.2
C 6.840 2.225 2.366 -0.1 0.5 0.1
C 7.399 3.541 1.819 0.2 -0.5 -0.1
H 2.406 -5.064 2.448 -0.1 -0.3 -0.2
H 6.172 -3.780 1.107 0.1 -0.1 -0.2
H 5.107 -3.040 -0.105 0.0 -0.1 -0.1
H 4.291 -1.628 1.994 -0.1 0.2 0.0
H 5.874 -2.003 2.615 0.0 0.0 0.1
H 6.927 -0.525 1.269 0.1 0.1 -0.1
H 6.163 -1.111 -0.164 -0.1 0.0 -0.2
H 5.113 1.474 -0.528 -0.1 0.0 -0.1
H 2.551 2.410 -0.438 0.0 0.1 0.1
H 1.513 -0.880 -1.527 -0.1 0.0 0.1
H 3.110 -0.261 -1.955 0.2 0.1 0.0
H 0.402 0.929 -2.692 -0.1 0.1 -0.1
H 1.578 2.033 -4.194 0.1 0.0 0.0
H 0.590 1.718 1.692 0.0 0.1 0.1
H -0.158 1.717 0.108 -0.1 0.0 -0.1
H -1.647 -1.305 0.746 0.0 -0.1 0.0
H -1.804 0.317 0.088 0.1 0.1 -0.1
H -2.002 -0.577 2.971 0.1 0.0 0.1
H -1.753 1.114 2.582 0.2 0.1 0.0
H -3.968 -0.348 1.138 -0.2 -0.1 0.0
H -4.248 0.192 2.810 -0.2 0.0 0.0
H -3.826 1.360 1.562 -0.2 0.0 -0.2
H 4.934 1.533 3.068 0.0 -0.2 0.1
H 4.501 3.640 0.954 0.1 0.2 0.0
H 3.471 3.109 2.258 -0.1 0.1 0.1
H 4.874 4.122 2.613 0.0 0.1 0.1
H 7.429 1.425 1.921 0.0 -0.2 0.0
H 7.048 2.204 3.437 0.1 -0.1 0.1
H 7.211 3.632 0.750 -0.2 0.2 -0.1
H 8.481 3.523 1.939 0.1 0.2 0.1
H 7.013 4.403 2.350 -0.1 0.2 -0.1
C -0.432 -1.693 -4.005 0.0 0.0 0.0
O -0.467 -2.131 -2.659 0.0 0.0 -0.1
C -1.726 -2.655 -2.266 0.1 0.1 0.2
C -1.716 -4.165 -2.233 -0.2 -0.1 -0.1
O -1.565 -4.717 -3.530 0.1 0.0 0.0
C -0.252 -5.176 -3.798 0.0 0.0 0.0
H 0.606 -1.473 -4.252 0.0 0.0 0.0
H -0.808 -2.455 -4.692 0.0 0.0 0.0
H -1.022 -0.777 -4.124 0.0 0.0 -0.1
H -2.516 -2.298 -2.934 0.0 0.0 0.0
H -1.937 -2.280 -1.260 0.0 0.0 0.0
H -2.674 -4.516 -1.836 0.0 0.0 0.0
H -0.923 -4.521 -1.568 0.0 0.0 0.0
H -0.031 -6.078 -3.219 0.0 0.0 0.0
H 0.496 -4.411 -3.574 0.0 0.0 0.0
H -0.201 -5.420 -4.858 0.0 0.0 0.0
C -10.078 1.835 0.244 0.0 0.0 0.0
O -9.215 2.931 -0.001 0.0 -0.1 0.0
C -8.296 3.173 1.051 -0.1 0.2 -0.1
C -6.916 2.653 0.721 0.1 -0.1 0.2
O -6.893 1.236 0.642 -0.1 0.0 -0.1
C -6.884 0.749 -0.687 0.0 0.0 0.0
H -10.621 1.635 -0.678 0.0 0.0 0.0
H -9.521 0.940 0.530 0.0 0.0 0.0
H -10.800 2.079 1.031 0.0 0.0 0.0
H -8.652 2.726 1.985 0.0 0.0 0.0
H -8.240 4.257 1.194 0.0 0.0 0.0
H -6.228 2.947 1.520 0.0 0.0 0.0
H -6.560 3.097 -0.214 0.0 0.0 0.0
H -5.918 0.947 -1.165 0.0 0.0 0.0
H -7.681 1.196 -1.286 0.0 0.0 0.0
H -7.036 -0.328 -0.642 0.0 0.0 0.0
```
Forces are in eV/Å.

Atom charges from the Löwdin analysis, given in e for atoms 1 to 2:
1. C 0.101
2. C -0.156


3.
Entry from OMol25: C26H19IrN7OS3 as an isolated structure at a distorted geometry (the ωB97M-V functional and the def2-TZVPD basis).

**Multiplicity**: 2
**LUMO energy (alpha / beta)**: 0.131 / 0.131 hartree
**Total charge**: -2
**Gap between HOMO and LUMO (alpha / beta)**: 4.1867 / 4.2560 eV
**Energy above the lowest of the compared OMol25 structures with the same formula, charge and spin**: 169.0 kJ/mol

The geometry in XYZ format:
```
57
Properties=species:S:1:pos:R:3:forces:R:3
Ir 0.028 0.001 -0.347 0.5 1.0 -0.2
N 1.715 -3.296 1.612 0.0 0.0 0.1
C 2.384 -2.357 2.356 0.0 0.1 0.0
C 3.258 -2.477 3.432 0.0 0.0 0.0
C 3.737 -1.299 3.971 0.0 0.0 0.0
C 3.346 -0.054 3.456 0.0 0.0 0.0
C 2.480 0.057 2.384 0.0 0.0 -0.1
C 2.006 -1.124 1.816 0.0 -0.1 0.0
N 1.134 -1.347 0.746 0.0 0.2 0.4
C 0.969 -2.644 0.665 0.3 -0.3 -0.2
C 0.140 -3.463 -0.229 -0.3 0.0 0.0
C -0.346 -4.682 0.158 0.0 0.0 0.0
S -1.268 -5.378 -1.099 0.0 0.0 0.0
C -0.922 -3.980 -2.070 0.0 0.0 0.0
N -0.207 -3.086 -1.498 -0.1 -0.5 0.1
H 1.808 -4.291 1.685 0.0 0.0 -0.1
H 3.543 -3.442 3.831 0.0 0.0 0.0
H 4.420 -1.338 4.811 0.0 0.0 0.0
H 3.738 0.848 3.909 0.0 0.0 0.0
H 2.201 1.009 1.957 0.0 0.0 0.0
H -0.281 -5.173 1.115 0.1 0.1 0.0
H -1.310 -3.883 -3.073 0.0 0.0 0.0
C 3.256 -0.145 -3.892 0.0 0.0 0.0
C 2.428 0.225 -2.679 -0.1 0.1 0.0
S 1.114 -0.905 -2.354 0.1 0.1 0.0
C 2.688 1.313 -1.940 0.0 0.0 -0.1
C 3.816 2.264 -2.237 0.0 0.0 0.0
S 1.713 1.761 -0.547 -0.2 -0.4 0.2
H 2.870 -1.064 -4.334 0.0 0.0 0.0
H 4.307 -0.314 -3.635 0.0 0.0 0.0
H 3.223 0.633 -4.662 0.0 0.0 0.0
H 4.394 1.963 -3.113 0.0 0.0 0.0
H 4.499 2.333 -1.384 0.0 0.0 0.0
H 3.431 3.274 -2.413 0.0 0.0 0.0
O -1.392 -1.265 -0.067 -0.3 -0.3 0.0
N -1.167 1.178 -1.438 0.0 0.0 0.0
C -1.867 1.850 -2.055 0.0 0.0 -0.1
C -2.712 2.674 -2.811 0.0 0.0 0.1
C -3.033 3.962 -2.334 0.0 0.0 0.0
N -3.298 5.021 -1.946 0.0 0.0 0.0
C -3.246 2.233 -4.041 0.0 0.0 0.0
N -3.701 1.892 -5.048 0.0 0.0 0.0
C -0.672 0.922 1.465 0.0 -0.1 0.1
C -2.114 1.226 1.478 0.1 0.0 0.0
C -3.055 0.254 1.853 -0.1 0.0 0.0
C -4.405 0.534 1.879 0.0 0.0 0.0
C -4.869 1.802 1.513 0.0 0.0 0.0
C -3.954 2.774 1.102 0.1 0.0 0.0
C -2.603 2.482 1.095 -0.1 0.0 -0.1
C -6.270 2.095 1.584 0.0 0.1 0.0
N -7.394 2.339 1.664 0.0 0.0 0.0
H -0.447 0.227 2.282 0.0 0.0 0.0
H -0.098 1.841 1.617 0.0 0.0 0.0
H -2.699 -0.736 2.096 0.0 0.0 0.0
H -5.117 -0.227 2.176 0.0 0.0 0.0
H -4.302 3.745 0.775 0.0 0.0 0.0
H -1.900 3.239 0.765 0.0 0.0 0.0
```
Forces are in eV/Å.

Atom charges from the Löwdin analysis, given in e for atoms 1 to 2:
1. Ir 0.924
2. N 0.163


4.
Entry from OMol25: an isolated molecule of C4H6S at a distorted geometry (the ωB97M-V functional and the def2-TZVPD basis).

**LUMO energy**: 0.039 hartree
**Total charge**: 0
**SMILES string**: C1=CCSC1
**Gap between HOMO and LUMO**: 9.6345 eV
**Energy above the lowest of the compared OMol25 structures with the same formula, charge and spin**: 0.0 kJ/mol

The geometry in XYZ format:
```
11
Properties=species:S:1:pos:R:3:forces:R:3
C 0.601 0.884 -0.196 0.4 -0.2 0.3
C 0.367 -0.160 -0.961 0.2 -0.3 -1.3
C -0.627 -1.210 -0.489 1.5 0.8 0.4
S -1.366 -0.439 0.992 0.1 0.0 -0.1
C -0.013 0.800 1.159 -0.9 0.8 0.6
H 1.268 1.695 -0.484 -0.1 -0.2 0.2
H 0.912 -0.276 -1.913 -0.6 -0.1 0.4
H -0.031 -2.091 -0.223 -0.4 -0.2 -0.1
H -1.343 -1.438 -1.262 -0.4 -0.1 0.0
H 0.700 0.453 1.931 -0.3 0.4 -0.4
H -0.466 1.783 1.447 0.4 -0.9 0.1
```
Forces are in eV/Å.

Atom charges from the Löwdin analysis, given in e for atoms 1 to 2:
1. C -0.198
2. C -0.192


5.
Entry from OMol25: a 2-piece molecular cluster, C4H6Br4NP overall at a distorted geometry (the ωB97M-V functional and the def2-TZVPD basis).

**LUMO energy**: -0.008 hartree
**Total charge**: 0
**SMILES string**: CC(C)(Br)C#N.BrP(Br)Br
**Gap between HOMO and LUMO**: 9.2121 eV
**Energy above the lowest of the compared OMol25 structures with the same formula, charge and spin**: 0.0 kJ/mol

The geometry in XYZ format:
```
16
Properties=species:S:1:pos:R:3:forces:R:3
C 1.042 0.079 -1.247 0.6 -0.5 1.9
C 0.844 0.264 0.304 0.5 1.4 -1.6
C 2.133 0.562 1.084 -1.5 -0.3 3.1
Br -0.643 1.611 0.499 1.1 0.3 0.2
C 0.223 -0.906 0.826 -0.9 -2.3 1.7
N -0.252 -1.819 1.364 0.6 1.0 -0.9
H 1.270 0.967 -1.797 0.0 1.0 0.1
H 2.017 -0.505 -1.269 -1.7 -0.3 -0.7
H 0.033 -0.253 -1.564 1.2 -0.7 -0.6
H 1.857 0.673 2.227 0.5 -0.5 -2.2
H 2.839 -0.286 1.012 -0.3 0.5 -0.2
H 2.561 1.510 0.870 0.5 0.6 -0.8
Br -3.888 0.642 1.032 -0.5 -0.2 0.1
P -2.782 -0.566 -0.453 0.1 -0.6 0.1
Br -3.962 -2.497 -0.582 0.1 0.6 0.0
Br -3.293 0.523 -2.306 -0.2 0.0 -0.2
```
Forces are in eV/Å.

Atom charges from the Löwdin analysis, given in e for atoms 1 to 2:
1. C -0.090
2. C -0.841


6.
Entry from OMol25: an isolated ion of composition H4NOP2 and charge -1 at a distorted geometry (the ωB97M-V functional and the def2-TZVPD basis).

**LUMO energy**: 0.169 hartree
**Total charge**: -1
**Gap between HOMO and LUMO**: 7.5252 eV
**Energy above the lowest of the compared OMol25 structures with the same formula, charge and spin**: 442.5 kJ/mol

The geometry in XYZ format:
```
8
Properties=species:S:1:pos:R:3:forces:R:3
N 1.517 -0.742 -0.033 -2.9 -1.9 0.0
O 0.241 -0.523 0.251 2.3 -0.9 0.2
P 2.565 0.415 -0.185 2.7 0.7 -0.9
P -1.458 0.754 -0.042 -1.6 -1.4 0.8
H 3.643 -0.577 -0.704 -0.9 1.3 0.7
H -1.506 0.092 1.286 0.0 0.7 -1.1
H -2.848 0.940 0.154 -1.0 1.3 0.2
H -2.154 -0.360 -0.729 1.4 0.3 0.2
```
Forces are in eV/Å.

Atom charges from the Löwdin analysis, given in e for atoms 1 to 2:
1. N -0.626
2. O -0.689


Computed E, in the same sequence as the records: -630.0439 -1992.0362 -2759.6427 -554.1722 -10848.2126 -814.9774 hartree.